## one
One molecule with the formula C3H2N2OS. Source: the OMol25 dataset; level of theory: the ωB97M-V functional and the def2-TZVPD basis.

Element x y z (Å)
C  -0.06  -0.67  -0.74
C  0.84  -0.10  0.16
C  -0.04  -1.88  -1.39
N  -0.13  -2.90  -1.92
N  2.04  -0.41  0.49
O  4.50  -0.74  0.26
S  3.29  -1.22  0.91
H  -1.01  -0.22  -0.88
H  0.56  0.92  0.66

Total charge: 0
HOMO level in eV: -9.14
HOMO-LUMO gap in hartree: 0.2713

***

## two
C3H2N2OS as an isolated structure. Source: the OMol25 dataset; level of theory: the ωB97M-V functional and the def2-TZVPD basis.

Element x y z (Å)
C  -2.05  -0.47  0.09
C  -0.68  -0.39  0.19
C  1.36  0.70  -0.01
H  1.77  1.35  -0.80
H  1.49  1.28  0.83
N  -3.24  -0.68  -0.37
N  -0.02  -1.42  0.41
O  -0.17  0.83  -0.08
S  1.55  -1.21  -0.25

Total charge: 0
HOMO level in eV: -9.40
HOMO-LUMO gap in hartree: 0.3225

***

## three
One molecule with the formula C3H2N2OS. Source: the OMol25 dataset; level of theory: the ωB97M-V functional and the def2-TZVPD basis.

Element x y z (Å)
C  -1.11  0.50  -0.08
C  -0.77  -0.74  -0.27
C  -0.19  1.68  -0.21
N  0.59  2.50  -0.38
N  0.70  -1.05  -0.72
O  2.21  -0.85  1.36
S  2.11  -1.02  -0.08
H  -2.11  0.63  0.37
H  -1.43  -1.66  0.02

Total charge: 0
HOMO level in eV: -10.41
HOMO-LUMO gap in hartree: 0.3497

***

## four
One molecule with the formula C3H2N2OS. Source: the OMol25 dataset; level of theory: the ωB97M-V functional and the def2-TZVPD basis.

Element x y z (Å)
C  -0.06  1.31  0.10
C  -1.36  1.06  0.12
C  0.26  -1.80  0.23
N  1.07  0.53  0.10
N  1.02  -0.78  -0.19
O  -0.39  -2.71  -0.04
S  -2.90  0.99  -0.07
H  0.29  2.28  -0.04
H  2.06  -0.87  -0.21

Total charge: 0
HOMO level (spin up / spin down) in eV: -7.13 / -7.28
HOMO-LUMO gap (spin up / spin down) in hartree: 0.2328 / 0.2408

***

Which is more stable than every other structure shown? three is more stable than every other one.